No. 1
C3H5NO2 | wB97M-V/def2-TZVPD

```
11
Properties=species:S:1:pos:R:3:forces:R:3
C 0.180 -0.265 -1.972 0.01 0.10 -0.15
N 0.182 -1.144 -0.815 -0.10 0.23 0.43
C -0.090 -0.693 0.320 0.12 -0.36 -0.17
O -0.461 0.648 0.508 -0.09 0.35 0.19
C -0.434 1.313 1.658 0.13 -0.44 -0.02
O 0.056 0.520 2.616 -0.05 0.31 -0.22
H -0.567 -0.633 -2.682 0.12 0.03 0.09
H 1.158 -0.345 -2.457 -0.14 0.00 0.04
H -0.028 0.786 -1.747 0.04 -0.19 -0.03
H -0.095 -1.311 1.214 -0.01 0.11 -0.15
H 0.084 1.071 3.408 -0.03 -0.13 0.00
```
Forces are in eV/Å.

## Properties
Kohn-Sham gap = 0.371 Eh
E_HOMO = -9.4 eV
relative energy (zero: lowest compared OMol25 entry of this formula, charge and spin) = 304.8 kJ/mol

No. 2
C7H11NO | wB97M-V/def2-TZVPD

```
20
Properties=species:S:1:pos:R:3:forces:R:3
C 0.423 -0.111 1.484 -1.30 0.18 0.26
C -0.997 -0.359 0.772 2.09 -0.35 -0.29
C -0.164 -1.598 0.268 0.03 -0.70 -0.39
C 1.092 -0.611 0.190 -3.06 -0.13 0.68
C 0.845 0.463 -0.907 0.67 -0.64 0.48
C -0.364 0.127 -1.708 -1.49 -1.75 -0.36
C -1.122 0.653 -0.426 0.66 -0.06 0.10
H 0.586 1.724 1.503 0.25 0.13 0.12
H 0.504 -0.859 2.236 0.11 -0.84 0.47
H -1.888 -0.497 1.356 -0.33 -0.04 0.23
H -0.589 -2.097 -0.622 0.60 0.04 0.55
H 0.108 -2.345 1.066 -0.85 0.63 -0.91
H 2.035 -1.003 0.429 1.55 -0.45 -0.68
H 1.736 0.647 -1.440 1.17 0.74 -0.48
H -0.380 -0.970 -2.005 -0.57 1.59 -0.04
H -0.642 0.798 -2.538 0.63 -0.31 0.14
H -2.114 1.159 -0.561 0.96 -0.46 0.34
H 0.011 2.275 -0.989 0.08 0.34 0.10
N 0.130 1.585 -0.253 -1.34 0.55 -0.54
O 0.787 1.017 2.145 0.13 1.53 0.21
```
Forces are in eV/Å.

## Properties
Kohn-Sham gap = 0.371 Eh
E_HOMO = -9.2 eV
relative energy (zero: lowest compared OMol25 entry of this formula, charge and spin) = 348.3 kJ/mol

No. 3
C26H23IrO | wB97M-V/def2-TZVPD

```
51
Properties=species:S:1:pos:R:3:forces:R:3
C 0.845 1.022 1.681 0.35 -0.04 0.45
C 0.993 2.065 0.696 -0.15 0.67 0.34
C -0.332 2.533 0.362 0.37 -0.43 1.40
H 1.923 2.427 0.265 -0.26 -0.08 0.27
C -1.283 1.760 1.132 0.26 0.44 0.40
C -0.546 0.841 1.951 -0.14 0.40 0.17
H -0.979 0.142 2.665 0.18 0.20 -0.34
H 1.657 0.494 2.164 -0.26 0.20 -0.08
H -0.578 3.329 -0.334 0.11 -0.44 0.00
H -2.366 1.854 1.091 0.43 -0.06 0.02
C 0.641 -1.174 -1.342 -2.18 -0.33 0.13
C 1.755 -1.976 -0.807 1.72 0.42 -0.90
C 1.278 -2.623 0.451 3.24 -0.17 1.16
H 2.495 -2.427 -1.468 -0.32 -0.10 -0.09
C -0.099 -2.339 0.584 -2.93 0.07 0.17
C -0.571 -1.524 -0.508 1.00 -1.35 -1.47
H -1.544 -1.601 -0.998 -0.04 -0.05 0.51
H 0.529 -0.987 -2.418 0.11 -0.07 0.50
H 1.755 -3.498 0.910 -0.37 0.09 -0.42
H -0.753 -2.707 1.367 0.22 -0.04 -0.06
Ir -0.094 0.402 -0.202 -1.37 2.51 -0.28
O -0.766 0.979 -1.857 -2.13 -0.10 -2.64
C -2.021 1.733 -2.226 1.57 0.11 -0.22
C -3.343 1.702 -1.510 1.53 0.15 0.32
H -1.680 2.783 -2.247 -0.22 -0.27 -0.10
H -2.125 1.394 -3.267 -0.22 0.23 0.26
H -3.520 2.522 -0.826 -0.16 0.01 0.07
H -5.811 1.812 -0.488 0.01 -0.37 -0.25
C -5.657 0.961 -1.162 0.25 -0.07 -0.45
C -4.348 0.785 -1.743 -1.03 -1.11 -0.11
C -4.142 -0.351 -2.602 -0.39 0.51 0.12
H -3.142 -0.507 -3.014 -0.38 -0.09 0.10
C -5.213 -1.161 -2.954 0.17 0.10 0.05
H -5.051 -1.969 -3.672 -0.11 0.19 0.32
C -6.495 -0.926 -2.431 0.11 0.24 0.00
H -7.331 -1.543 -2.759 0.21 0.13 0.16
C -6.709 0.133 -1.526 0.20 -0.03 -0.04
H -7.716 0.317 -1.132 0.47 -0.11 -0.13
C 2.325 -1.436 0.430 -1.00 -1.58 -0.01
C 3.208 -0.890 1.141 0.70 -0.36 0.22
C 4.438 -0.537 1.710 1.02 0.85 0.84
C 5.632 -0.475 0.934 -0.43 -0.25 0.33
C 6.856 -0.230 1.544 0.03 0.03 0.27
C 6.931 -0.009 2.926 -0.21 -0.02 -0.04
C 5.760 -0.019 3.701 0.29 0.06 -0.20
C 4.529 -0.268 3.111 0.07 -0.04 -0.75
H 5.568 -0.644 -0.144 0.03 0.04 0.38
H 7.767 -0.217 0.937 -0.32 0.03 0.23
H 7.898 0.175 3.401 -0.33 -0.06 -0.17
H 5.811 0.163 4.776 0.03 -0.05 -0.31
H 3.616 -0.293 3.709 0.28 -0.02 -0.16
```
Forces are in eV/Å.

## Properties
Kohn-Sham gap (alpha / beta) = 0.218 / 0.251 Eh
spin multiplicity = 5
E_HOMO (alpha / beta) = -5.3 / -7.7 eV
<S²> = 6.077

No. 4
C44H36CaF6N2O5PS3Se2Si | wB97M-V/def2-TZVPD

```
101
Properties=species:S:1:pos:R:3:forces:R:3
Ca 0.484 0.484 0.753 -0.20 -0.20 -1.94
Se 1.285 -4.137 -0.911 0.00 -0.18 0.01
P 0.503 -2.565 -2.124 -0.02 0.07 0.02
Se -0.797 -1.063 -1.242 0.24 -0.82 -0.23
C -0.393 -3.278 -3.560 0.03 0.10 0.11
C -1.715 -2.959 -3.842 0.07 0.05 0.09
C -2.345 -3.522 -4.943 -0.01 -0.04 -0.08
C -1.658 -4.399 -5.769 -0.05 0.04 0.01
C -0.335 -4.717 -5.489 0.06 -0.02 0.01
C 0.294 -4.163 -4.386 0.01 -0.02 -0.02
C 1.890 -1.687 -2.950 -0.15 -0.04 0.04
C 3.213 -1.928 -2.607 0.02 -0.02 -0.03
C 4.233 -1.209 -3.218 -0.01 0.04 -0.05
C 3.932 -0.259 -4.181 0.05 -0.04 0.04
C 2.609 -0.024 -4.534 -0.09 0.03 -0.03
C 1.590 -0.731 -3.917 0.06 0.04 0.03
H -2.243 -2.264 -3.202 -0.01 -0.04 0.02
H -3.376 -3.269 -5.154 -0.02 0.00 -0.01
H -2.150 -4.835 -6.629 0.00 0.00 -0.01
H 0.205 -5.403 -6.130 0.01 0.00 0.00
H 1.320 -4.422 -4.152 0.01 -0.01 -0.01
H 3.440 -2.684 -1.864 -0.01 0.00 -0.01
H 5.262 -1.394 -2.933 0.01 -0.01 0.00
H 4.725 0.303 -4.658 0.01 0.01 0.00
H 2.369 0.720 -5.283 0.00 0.00 -0.01
H 0.554 -0.534 -4.169 0.01 0.01 -0.02
F 3.011 3.016 3.474 -0.01 -0.01 0.02
C 1.809 3.577 3.616 0.07 0.15 -0.15
F 1.977 4.904 3.606 0.02 0.01 0.00
F 1.335 3.241 4.821 0.00 0.04 -0.02
S 0.630 3.077 2.211 1.09 1.30 1.99
O 1.565 2.373 1.368 0.33 -0.11 -0.40
O 0.066 4.317 1.843 -0.47 0.47 -0.35
N -0.365 2.190 3.053 -0.66 -0.05 -0.31
S -0.024 0.746 3.444 -0.05 -0.67 1.38
O 1.375 0.495 3.632 0.68 -0.04 0.15
O -0.656 -0.267 2.617 -0.45 -0.09 0.10
C -0.829 0.526 5.109 -0.14 0.11 0.21
F -2.002 -0.094 4.979 0.39 0.07 0.16
F -0.026 -0.235 5.863 -0.21 0.14 -0.21
F -1.016 1.690 5.726 0.04 -0.24 -0.13
N 2.410 -0.912 0.524 -0.16 0.04 -0.01
S 3.385 -1.175 1.733 0.34 -0.15 0.16
C 4.711 -2.178 1.048 -0.13 0.04 0.11
C 5.835 -1.498 0.605 0.02 0.05 0.04
C 6.826 -2.189 -0.075 0.00 -0.01 -0.01
C 6.680 -3.548 -0.317 -0.01 0.00 0.00
C 5.546 -4.219 0.125 0.04 0.01 -0.02
C 4.556 -3.535 0.811 -0.06 -0.07 0.05
C 2.651 -2.358 2.876 0.01 -0.04 -0.10
C 3.295 -2.616 4.076 0.04 0.04 0.01
C 2.707 -3.477 4.987 0.03 0.02 0.01
C 1.481 -4.062 4.695 -0.05 -0.02 -0.03
C 0.842 -3.788 3.494 0.01 -0.04 0.09
C 1.426 -2.927 2.577 0.02 0.14 -0.12
H 2.241 -1.790 0.020 -0.09 0.06 0.02
H 5.923 -0.434 0.784 0.02 0.02 -0.01
H 7.707 -1.664 -0.423 0.01 0.00 -0.01
H 7.449 -4.085 -0.857 0.01 -0.01 0.00
H 5.423 -5.274 -0.077 0.00 -0.01 -0.01
H 3.658 -4.046 1.138 0.04 0.00 -0.01
H 4.240 -2.136 4.300 0.02 -0.01 0.01
H 3.195 -3.682 5.931 0.01 0.00 0.00
H 1.019 -4.729 5.411 -0.01 0.00 0.01
H -0.114 -4.237 3.264 -0.01 -0.01 0.00
H 0.932 -2.709 1.636 0.03 -0.02 0.06
O -0.879 2.218 0.309 0.87 -0.63 -0.07
Si -2.341 2.747 0.074 -0.94 -0.08 -0.32
C -3.363 2.637 1.671 0.00 0.10 -0.20
C -4.088 3.677 2.249 -0.02 0.01 -0.07
C -4.798 3.495 3.429 -0.03 -0.01 0.08
C -4.802 2.258 4.055 -0.01 0.05 -0.02
C -4.096 1.203 3.490 -0.08 -0.05 -0.06
C -3.387 1.396 2.314 -0.03 0.00 -0.01
C -2.580 4.484 -0.694 -0.04 -0.21 0.09
C -2.504 5.674 0.035 0.11 -0.02 -0.13
C -2.738 6.907 -0.557 0.04 0.06 0.07
C -3.048 6.990 -1.906 -0.02 -0.01 -0.02
C -3.133 5.826 -2.653 -0.01 0.03 -0.01
C -2.913 4.596 -2.047 0.03 -0.04 -0.03
C -3.181 1.569 -1.166 -0.01 0.34 -0.01
C -2.484 1.136 -2.298 -0.19 0.28 -0.01
C -3.086 0.327 -3.252 -0.15 0.11 -0.13
C -4.408 -0.069 -3.095 0.11 0.04 -0.03
C -5.118 0.348 -1.979 -0.05 -0.01 0.09
C -4.507 1.158 -1.031 -0.07 -0.07 0.01
H -4.106 4.649 1.769 -0.04 -0.04 0.03
H -5.348 4.324 3.861 -0.01 0.00 0.01
H -5.351 2.114 4.977 -0.01 0.00 0.01
H -4.094 0.233 3.971 -0.08 0.06 -0.07
H -2.829 0.566 1.893 -0.10 0.03 0.01
H -2.245 5.643 1.082 0.11 -0.01 0.17
H -2.670 7.810 0.039 0.01 0.01 0.00
H -3.226 7.953 -2.370 0.00 0.01 0.01
H -3.379 5.870 -3.707 0.00 0.00 0.00
H -3.008 3.701 -2.650 0.00 -0.02 0.00
H -1.443 1.421 -2.421 -0.14 0.05 -0.04
H -2.518 -0.010 -4.111 0.01 0.01 -0.01
H -4.879 -0.706 -3.834 0.00 -0.01 -0.02
H -6.147 0.038 -1.843 -0.01 -0.01 0.00
H -5.070 1.471 -0.159 -0.04 0.01 0.00
```
Forces are in eV/Å.

## Properties
Kohn-Sham gap = 0.265 Eh
E_HOMO = -5.1 eV
relative energy (zero: lowest compared OMol25 entry of this formula, charge and spin) = 97.3 kJ/mol
total charge = -1

No. 5
C30H40N2O5 | wB97M-V/def2-TZVPD

```
77
Properties=species:S:1:pos:R:3:forces:R:3
C 1.366 -3.022 -0.679 -0.29 -0.09 0.06
C 1.212 -2.751 -2.149 -0.18 -0.24 0.01
O 1.931 -3.198 -3.002 0.25 0.14 -0.15
O 0.153 -1.964 -2.408 0.34 0.44 0.23
C 0.155 -1.252 -3.656 -0.43 0.09 -0.17
C -0.522 0.104 -3.422 -0.34 -0.32 0.17
C -1.907 0.160 -4.057 0.27 -0.26 -0.17
O -2.741 -0.776 -3.399 0.09 0.15 0.12
C -3.884 -0.266 -2.723 -0.13 -0.56 0.04
C -5.100 -0.330 -3.647 -0.10 0.38 -0.25
N -6.173 0.610 -3.339 -0.11 -0.25 -0.12
C -4.024 -1.115 -1.439 0.10 -0.02 0.17
C -3.711 -0.302 -0.170 0.07 0.28 -0.28
C -2.227 -0.288 0.136 0.02 0.01 0.01
O -1.588 -1.312 0.183 0.02 -0.15 0.16
C -1.573 1.026 0.433 0.06 0.20 0.08
C -1.634 2.086 -0.473 -0.06 -0.09 0.25
C -1.006 3.291 -0.186 0.02 -0.28 0.09
C -0.328 3.441 1.020 -0.07 -0.08 -0.10
C -0.263 2.385 1.923 -0.14 0.10 -0.08
C -0.882 1.175 1.632 0.19 0.16 -0.17
O -5.317 -1.683 -1.369 -0.12 0.29 0.18
C -5.409 -2.817 -0.542 -0.28 -0.29 -0.10
C -5.140 -4.149 -1.279 0.47 -0.05 0.02
N -4.266 -3.992 -2.446 -0.07 -0.13 0.11
H 1.303 -4.096 -0.518 0.08 -0.04 0.04
H 0.596 -2.516 -0.102 -0.02 -0.01 -0.01
H 2.346 -2.678 -0.355 0.04 -0.15 -0.05
H 1.172 -1.138 -4.022 0.09 -0.16 0.06
H -0.425 -1.830 -4.375 0.14 -0.10 -0.09
H 0.097 0.930 -3.770 0.05 0.02 0.00
H -0.669 0.179 -2.343 0.21 0.30 0.00
H -2.321 1.172 -4.037 -0.08 0.02 0.09
H -1.828 -0.151 -5.104 -0.09 0.16 -0.08
H -3.729 0.777 -2.427 0.11 0.12 -0.18
H -5.503 -1.338 -3.688 0.14 -0.12 0.11
H -4.732 -0.100 -4.649 -0.03 0.04 -0.03
H -6.026 1.517 -3.751 0.10 0.11 0.18
H -6.362 0.688 -2.351 -0.03 -0.01 0.03
H -3.263 -1.890 -1.509 -0.10 -0.13 -0.06
H -4.200 -0.758 0.692 0.05 -0.06 0.05
H -4.075 0.724 -0.241 -0.16 -0.03 -0.02
H -2.166 1.948 -1.407 -0.02 0.10 -0.03
H -1.041 4.098 -0.904 0.01 0.05 0.02
H 0.153 4.382 1.249 0.03 0.00 0.03
H 0.278 2.510 2.851 -0.01 -0.03 0.04
H -0.809 0.342 2.318 -0.04 -0.03 0.01
H -4.762 -2.746 0.337 0.17 0.16 -0.08
H -6.435 -2.840 -0.169 0.00 0.03 0.07
H -4.692 -4.831 -0.548 -0.18 -0.09 0.08
H -6.078 -4.605 -1.590 -0.07 0.14 -0.15
H -3.298 -4.123 -2.180 0.05 0.10 -0.07
H -4.469 -4.700 -3.137 -0.04 0.00 -0.02
C 3.164 -0.075 0.092 -0.01 0.05 -0.03
C 4.448 -0.587 -0.032 -0.01 -0.02 0.00
C 5.510 0.042 0.605 -0.02 0.00 0.02
C 5.285 1.180 1.367 0.03 0.00 0.02
C 4.000 1.691 1.492 -0.01 0.00 0.01
C 2.940 1.064 0.852 0.02 -0.02 -0.01
H 2.333 -0.562 -0.404 0.02 0.11 0.02
H 4.623 -1.477 -0.624 0.00 0.00 -0.03
H 6.512 -0.354 0.506 0.00 0.00 0.00
H 6.111 1.670 1.867 0.00 0.01 0.00
H 3.827 2.577 2.090 0.01 0.01 0.00
H 1.938 1.459 0.944 0.00 0.01 -0.02
C 4.829 2.946 6.285 0.00 0.00 0.00
C 5.947 3.524 6.868 0.00 0.00 0.00
C 7.212 3.027 6.589 0.00 0.00 -0.01
C 7.359 1.953 5.721 -0.01 0.01 0.00
C 6.241 1.376 5.137 0.01 -0.03 -0.03
C 4.975 1.870 5.420 -0.01 0.01 -0.01
H 3.842 3.333 6.505 0.00 0.00 0.00
H 5.833 4.364 7.542 0.00 0.00 0.01
H 8.084 3.476 7.047 0.00 0.01 0.00
H 8.346 1.567 5.500 0.00 -0.01 0.00
H 6.353 0.539 4.458 -0.01 -0.01 0.00
H 4.104 1.415 4.965 0.00 0.00 -0.01
```
Forces are in eV/Å.

## Properties
Kohn-Sham gap = 0.338 Eh
E_HOMO = -8.8 eV
relative energy (zero: lowest compared OMol25 entry of this formula, charge and spin) = 0.0 kJ/mol